Entry 1:
Formula: C45H60N4P3SSn
Source: the OMol25 dataset
Level of theory: ωB97M-V/def2-TZVPD

Geometry as ORCA input:
```
! wB97M-V def2-TZVPD RIJCOSX def2/J DEFGRID3
* xyz 3 1
Sn -1.11 0.25 -0.26
C -2.82 -2.29 2.84
C -2.59 -3.03 1.52
C -2.51 -4.53 1.77
P -1.11 -2.28 0.66
C -0.56 -3.37 -0.76
C -1.77 -3.76 -1.61
C 0.32 -4.57 -0.42
C 0.17 -2.18 1.94
C 0.63 -3.33 2.56
C 1.46 -3.30 3.69
C 1.93 -4.56 4.35
C 1.79 -2.05 4.22
C 1.37 -0.90 3.61
C 0.62 -0.91 2.41
N 0.24 0.25 1.78
C 0.99 1.40 1.90
C 2.39 1.42 2.06
C 3.09 2.60 2.02
C 2.46 3.83 1.79
C 3.23 5.10 1.72
C 1.07 3.82 1.64
C 0.33 2.65 1.72
P -1.43 2.55 1.43
C -2.13 4.19 0.91
C -1.62 4.59 -0.48
C -1.98 5.30 1.95
C -2.47 2.10 2.90
C -3.71 1.36 2.39
C -1.74 1.37 4.02
H -3.79 -2.58 3.25
H -2.05 -2.54 3.57
H -2.83 -1.21 2.71
H -3.42 -2.81 0.84
H -1.72 -4.78 2.48
H -3.46 -4.83 2.23
H -2.39 -5.12 0.87
H 0.04 -2.67 -1.36
H -2.36 -4.56 -1.14
H -2.43 -2.91 -1.79
H -1.42 -4.14 -2.57
H -0.22 -5.32 0.16
H 0.63 -5.04 -1.35
H 1.22 -4.27 0.12
H 0.31 -4.30 2.20
H 1.46 -5.45 3.92
H 3.01 -4.66 4.23
H 1.73 -4.53 5.42
H 2.36 -2.00 5.14
H 1.57 0.06 4.09
H 2.92 0.49 2.15
H 4.17 2.58 2.13
H 4.30 4.93 1.76
H 2.99 5.65 0.81
H 2.97 5.75 2.56
H 0.58 4.77 1.48
H -3.20 3.95 0.83
H -0.53 4.71 -0.49
H -1.89 3.85 -1.23
H -2.05 5.56 -0.76
H -0.99 5.74 1.96
H -2.68 6.10 1.69
H -2.22 4.98 2.96
H -2.79 3.07 3.29
H -3.43 0.48 1.79
H -4.32 1.02 3.22
H -4.33 2.00 1.76
H -1.42 0.37 3.72
H -0.86 1.93 4.35
H -2.41 1.26 4.87
N -3.03 2.33 -2.64
N -3.54 1.37 -3.54
C -3.77 0.12 -3.18
N -4.27 -0.73 -4.08
S -3.47 -0.44 -1.58
H -3.24 3.24 -3.03
H -3.57 2.23 -1.78
H -3.66 1.66 -4.50
H -4.63 -0.43 -4.97
H -4.50 -1.67 -3.78
C 2.33 4.10 -3.38
C 3.25 3.07 -3.46
C 2.94 1.81 -2.98
C 1.68 1.57 -2.43
C 0.75 2.61 -2.36
C 1.08 3.87 -2.83
P 1.18 -0.09 -1.90
C 2.63 -0.90 -1.18
C 3.64 -0.16 -0.56
C 4.72 -0.82 0.00
C 4.80 -2.20 -0.03
C 3.79 -2.94 -0.64
C 2.71 -2.29 -1.21
C 0.82 -1.02 -3.42
C -0.49 -1.40 -3.71
C -0.77 -2.09 -4.88
C 0.25 -2.39 -5.76
C 1.56 -2.02 -5.48
C 1.85 -1.34 -4.31
H 2.58 5.08 -3.76
H 4.23 3.25 -3.90
H 3.68 1.02 -3.04
H -0.24 2.42 -1.95
H 0.35 4.67 -2.78
H 3.58 0.92 -0.54
H 5.53 -0.24 0.44
H 5.65 -2.71 0.39
H 3.85 -4.02 -0.68
H 1.94 -2.87 -1.73
H -1.28 -1.14 -3.01
H -1.79 -2.39 -5.10
H 0.03 -2.93 -6.68
H 2.36 -2.26 -6.17
H 2.88 -1.06 -4.09
*
```

Calculated values
HOMO energy (alpha / beta): -15.13 / -14.29 eV
orbital gap (alpha / beta): 5.649 / 4.654 eV
relative energy (zero: lowest compared OMol25 entry of this formula, charge and spin): 0.0 kcal/mol
M: 900.70 g mol⁻¹

Entry 2:
Formula: C11H17NO3Pd
Source: the OMol25 dataset
Level of theory: ωB97M-V/def2-TZVPD

Geometry as ORCA input:
```
! wB97M-V def2-TZVPD RIJCOSX def2/J DEFGRID3
* xyz 2 1
C 2.88 -1.26 1.52
C 3.18 -1.17 -0.12
C 1.86 -0.44 -0.78
C 1.96 1.23 -0.73
C 0.55 1.91 -0.24
C -0.72 1.65 -1.25
C -1.96 1.10 -0.28
C -2.39 -0.31 -0.08
C -1.82 -1.70 -0.78
N -2.02 -2.94 0.08
C -3.61 -0.19 1.04
O -4.32 -1.22 1.53
O -3.83 1.21 1.51
C -2.93 2.03 0.68
O -2.79 3.36 0.64
H 3.77 -1.74 2.12
H 1.87 -1.86 1.73
H 2.65 -0.15 1.90
H 3.18 -2.28 -0.52
H 4.20 -0.63 -0.36
H 1.64 -0.75 -1.89
H 0.95 -0.71 -0.06
H 2.34 1.70 -1.73
H 2.76 1.45 0.13
H 0.29 1.41 0.81
H 0.71 3.06 -0.01
H -0.98 2.72 -1.72
H -0.48 0.94 -2.15
H -0.71 -1.61 -1.15
H -2.50 -1.87 -1.76
H -1.78 -2.74 1.08
H -1.33 -3.66 -0.29
Pd -0.62 3.45 1.12
*
```

Calculated values
HOMO energy: -16.15 eV
orbital gap: 2.655 eV
M: 317.68 g mol⁻¹

Entry 3:
Formula: C23H30N3O2Tb
Source: the OMol25 dataset
Level of theory: ωB97M-V/def2-TZVPD

Geometry as ORCA input:
```
! wB97M-V def2-TZVPD RIJCOSX def2/J DEFGRID3
* xyz 2 7
Tb -1.12 -0.60 0.33
C -0.84 -4.10 0.04
O -1.66 -2.93 0.29
C -2.72 -3.16 1.25
C -2.34 -2.55 2.57
O -2.19 -1.12 2.41
C -3.35 -0.37 2.86
H -1.45 -4.88 -0.41
H -0.38 -4.45 0.97
H -0.06 -3.80 -0.66
H -2.91 -4.23 1.34
H -3.62 -2.69 0.84
H -1.38 -2.93 2.93
H -3.10 -2.75 3.33
H -3.49 -0.54 3.92
H -4.23 -0.67 2.29
H -3.15 0.69 2.67
N 1.19 -0.37 0.95
C 2.31 -0.26 1.26
N 3.54 -0.15 1.58
C 4.00 -0.45 2.96
C 5.22 -1.39 2.92
C 5.51 -1.88 1.50
C 5.73 -0.70 0.56
C 4.55 0.28 0.59
H 3.16 -0.89 3.49
H 4.24 0.50 3.44
H 5.04 -2.24 3.58
H 6.09 -0.87 3.31
H 4.68 -2.50 1.14
H 6.39 -2.52 1.50
H 5.88 -1.06 -0.46
H 6.64 -0.18 0.85
H 4.04 0.35 -0.37
H 4.86 1.29 0.87
N -2.73 0.37 -0.67
C -2.36 1.26 -1.52
C -0.88 1.57 -1.63
C -0.38 2.79 -1.19
C 0.98 3.05 -1.26
C 1.85 2.10 -1.78
C 1.37 0.87 -2.21
C 0.00 0.60 -2.13
C -3.30 2.05 -2.33
C -2.84 2.86 -3.37
C -3.74 3.58 -4.14
C -5.10 3.50 -3.86
C -5.56 2.70 -2.82
C -4.67 1.97 -2.07
H -1.06 3.55 -0.82
H 1.36 4.00 -0.93
H 2.91 2.32 -1.86
H 2.03 0.14 -2.64
H -0.39 -0.33 -2.53
H -1.78 2.92 -3.60
H -3.39 4.21 -4.94
H -5.80 4.07 -4.45
H -6.62 2.65 -2.61
H -5.02 1.34 -1.26
*
```

Calculated values
HOMO energy (alpha / beta): -13.91 / -13.98 eV
orbital gap (alpha / beta): 6.945 / 8.448 eV
<S²>: 12.614
relative energy (zero: lowest compared OMol25 entry of this formula, charge and spin): 42.6 kcal/mol
M: 539.44 g mol⁻¹

Entry 4:
Formula: C4H8OS
Source: the OMol25 dataset
Level of theory: ωB97M-V/def2-TZVPD

Geometry as ORCA input:
```
! wB97M-V def2-TZVPD RIJCOSX def2/J DEFGRID3
* xyz 0 1
C -2.24 -0.41 0.36
C -1.27 -0.12 -0.48
C 0.08 0.33 0.12
O 0.13 1.69 -0.20
C 1.27 -0.44 -0.54
S 2.89 -0.05 0.06
H -3.24 -0.77 -0.06
H -2.16 -0.22 1.45
H -1.44 -0.18 -1.53
H -0.09 0.19 1.16
H 0.91 2.08 0.27
H 1.12 -1.49 -0.40
H 1.20 -0.20 -1.57
H 2.84 -0.41 1.36
*
```

Calculated values
HOMO energy: -9.29 eV
orbital gap: 10.072 eV
relative energy (zero: lowest compared OMol25 entry of this formula, charge and spin): 30.3 kcal/mol
M: 104.17 g mol⁻¹

Entry 5:
Formula: C4H4ClIO2
Source: the OMol25 dataset
Level of theory: ωB97M-V/def2-TZVPD

Geometry as ORCA input:
```
! wB97M-V def2-TZVPD RIJCOSX def2/J DEFGRID3
* xyz 0 1
C 0.52 2.41 -0.35
C 3.41 2.89 0.37
C 0.96 1.58 2.14
C 0.30 1.68 0.75
O 0.36 3.13 -1.27
O 4.36 2.90 0.93
Cl -0.67 0.05 0.15
I 3.18 -0.35 -0.22
H 0.16 1.45 2.88
H 1.43 2.51 2.37
H 1.47 0.68 1.97
H 1.87 -0.42 -1.32
*
```

Calculated values
HOMO energy: -9.07 eV
orbital gap: 8.427 eV
relative energy (zero: lowest compared OMol25 entry of this formula, charge and spin): 23.2 kcal/mol
M: 246.43 g mol⁻¹

Entry 6:
Formula: C4H9NO
Source: the OMol25 dataset
Level of theory: ωB97M-V/def2-TZVPD

Geometry as ORCA input:
```
! wB97M-V def2-TZVPD RIJCOSX def2/J DEFGRID3
* xyz 0 1
C -1.70 0.52 0.50
C -0.61 -0.10 -0.36
C 0.27 -1.16 0.34
N 1.43 -0.33 0.49
C 1.20 0.76 -0.36
O 1.50 0.76 -1.72
H -2.32 1.22 -0.08
H -2.40 -0.21 0.95
H -1.23 1.07 1.32
H 0.75 0.29 -2.09
H -1.11 -0.56 -1.25
H 0.47 -2.01 -0.32
H -0.11 -1.54 1.30
H 2.04 -0.31 1.28
H 1.81 1.62 0.02
*
```

Calculated values
HOMO energy: -8.35 eV
orbital gap: 9.454 eV
relative energy (zero: lowest compared OMol25 entry of this formula, charge and spin): 89.6 kcal/mol
M: 87.12 g mol⁻¹